A structure of composition C33H46I2N9O3PTl. Source: the Open Molecules 2025 dataset; level of theory: ωB97M-V/def2-TZVPD.

```
95
C33H46I2N9O3PTl (ωB97M-V/def2-TZVPD)
Tl -0.445 -1.204 2.580
O -3.586 0.825 0.314
C -2.853 0.056 0.939
N -1.859 0.356 1.796
C -1.390 1.673 1.966
C -1.917 2.786 1.309
C -1.349 4.048 1.451
C -0.245 4.223 2.261
C 0.286 3.140 2.949
C -0.275 1.866 2.836
N 0.173 0.746 3.542
C 1.198 0.772 4.406
O 2.037 1.662 4.579
C 1.334 -0.477 5.263
C 2.557 -0.734 5.875
C 2.677 -1.862 6.666
C 1.574 -2.685 6.832
C 0.398 -2.347 6.184
N 0.275 -1.268 5.414
C -3.102 -1.420 0.712
C -3.573 -1.818 -0.537
C -3.811 -3.162 -0.751
C -3.591 -4.060 0.287
C -3.120 -3.570 1.491
N -2.872 -2.276 1.701
H -2.778 2.651 0.680
H -1.787 4.887 0.923
H 0.208 5.201 2.378
H 1.141 3.266 3.591
H 3.372 -0.042 5.715
H 3.619 -2.102 7.143
H 1.624 -3.585 7.430
H -0.478 -2.979 6.262
H -3.729 -1.065 -1.295
H -4.163 -3.512 -1.714
H -3.763 -5.120 0.165
H -2.904 -4.236 2.317
N 2.430 -0.857 2.009
C 3.187 -1.228 0.810
C 2.924 -2.683 0.435
C 1.736 -2.902 -0.498
N 0.513 -2.234 -0.061
H 2.627 0.099 2.294
H 2.708 -1.457 2.781
H 4.265 -1.074 0.946
H 2.880 -0.571 -0.011
H 2.776 -3.264 1.349
H 3.813 -3.091 -0.055
H 1.542 -3.976 -0.544
H 2.023 -2.587 -1.513
H -0.308 -2.779 -0.296
H 0.370 -1.325 -0.485
O -0.954 0.117 -1.160
P -0.184 0.764 -2.245
N 1.167 1.498 -1.650
C 2.023 2.419 -2.406
C 2.454 3.454 -1.369
C 2.514 2.629 -0.084
C 1.270 1.758 -0.195
N 0.256 -0.354 -3.386
C 0.947 0.002 -4.630
C 0.690 -1.189 -5.562
C -0.612 -1.787 -5.031
C -0.443 -1.639 -3.524
N -0.973 1.945 -3.118
C -1.362 3.163 -2.382
C -2.878 3.063 -2.278
C -3.255 2.481 -3.638
C -2.117 1.495 -3.939
H 1.485 2.851 -3.252
H 2.900 1.891 -2.799
H 1.690 4.230 -1.271
H 3.398 3.934 -1.629
H 2.496 3.230 0.823
H 3.416 2.011 -0.075
H 0.394 2.292 0.175
H 1.345 0.826 0.364
H 2.015 0.157 -4.460
H 0.538 0.930 -5.044
H 1.496 -1.919 -5.466
H 0.637 -0.887 -6.608
H -0.764 -2.822 -5.337
H -1.467 -1.198 -5.373
H 0.171 -2.455 -3.127
H -1.376 -1.629 -2.961
H -1.059 4.052 -2.948
H -0.879 3.202 -1.405
H -3.352 4.024 -2.075
H -3.138 2.366 -1.479
H -3.288 3.265 -4.398
H -4.225 1.985 -3.630
H -1.851 1.490 -5.000
H -2.409 0.478 -3.663
I 0.128 -3.888 2.984
I 0.785 -6.939 3.429
```

- Kohn-Sham gap (eV) = 6.4376
- charge = -1
- LUMO (eV) = 2.14
- HOMO energy (eV) = -4.30
- spin multiplicity = 1

A cluster of 25 separate species, C25H100N50O25 in total at a distorted geometry. Source: the Open Molecules 2025 dataset; level of theory: ωB97M-V/def2-TZVPD.

```
200
C25H100N50O25 (ωB97M-V/def2-TZVPD)
C -0.277 -0.172 3.610
O -0.920 -1.003 4.211
N 0.983 -0.030 3.623
N -0.887 0.720 2.867
H 1.326 0.813 3.184
H 1.441 -0.823 4.049
H -1.731 0.374 2.433
H -0.390 1.472 2.409
C -5.473 -1.251 -3.319
O -6.636 -1.370 -3.028
N -5.009 -0.537 -4.214
N -4.630 -2.016 -2.718
H -5.520 0.153 -4.746
H -4.001 -0.486 -4.248
H -5.021 -2.676 -2.061
H -3.789 -2.232 -3.235
C 1.613 -3.503 1.996
O 1.572 -4.052 3.030
N 0.774 -3.599 1.019
N 2.529 -2.687 1.676
H -0.121 -3.961 1.315
H 0.733 -3.045 0.176
H 2.422 -2.218 0.788
H 3.287 -2.518 2.322
C 1.945 4.834 4.086
O 2.465 5.530 4.914
N 2.524 4.588 2.961
N 0.814 4.208 4.237
H 3.433 5.004 2.813
H 2.291 3.713 2.513
H 0.388 4.308 5.147
H 0.342 3.833 3.427
C 3.250 3.513 -1.327
O 3.801 4.110 -0.454
N 2.614 4.019 -2.336
N 2.890 2.312 -1.137
H 1.887 3.533 -2.841
H 2.643 5.029 -2.335
H 3.337 1.882 -0.340
H 2.263 1.757 -1.703
C -1.073 0.095 7.583
O -2.116 -0.302 7.095
N -0.938 0.485 8.783
N 0.003 0.352 6.798
H -0.080 0.728 9.257
H -1.860 0.589 9.182
H 0.953 0.487 7.115
H -0.155 0.057 5.845
C 2.463 -1.747 6.308
O 2.992 -1.664 5.183
N 3.002 -1.343 7.359
N 1.292 -2.326 6.479
H 2.672 -1.697 8.245
H 3.936 -0.959 7.346
H 0.949 -2.622 7.382
H 1.071 -2.684 5.561
C 1.164 1.666 -4.897
O 1.207 1.535 -3.640
N 0.572 2.683 -5.531
N 1.571 0.827 -5.812
H 0.143 3.433 -5.007
H 0.652 2.605 -6.535
H 1.517 1.072 -6.790
H 1.763 -0.143 -5.604
C -3.671 3.008 -6.223
O -4.555 2.200 -6.017
N -3.850 4.149 -6.769
N -2.433 2.623 -6.013
H -3.071 4.665 -7.153
H -4.809 4.458 -6.702
H -2.256 1.655 -5.785
H -1.704 3.272 -6.272
C -1.816 2.082 -1.856
O -2.643 2.406 -1.027
N -0.555 2.377 -1.765
N -2.121 1.376 -2.983
H -0.257 2.632 -0.834
H 0.039 2.381 -2.581
H -1.376 1.203 -3.644
H -3.098 1.234 -3.193
C -1.755 -4.442 5.499
O -1.805 -5.554 6.084
N -1.179 -4.249 4.342
N -1.932 -3.288 6.033
H -0.919 -3.318 4.047
H -0.600 -5.048 4.126
H -1.617 -2.461 5.547
H -2.227 -3.125 6.985
C 6.418 -1.125 0.310
O 6.414 -0.394 1.294
N 6.624 -0.694 -0.870
N 6.213 -2.390 0.460
H 6.684 -1.434 -1.554
H 6.967 0.216 -1.145
H 6.405 -2.913 -0.382
H 6.046 -2.802 1.367
C -1.113 -3.876 -3.835
O -2.143 -3.189 -3.651
N -0.513 -4.105 -4.991
N -0.393 -4.304 -2.824
H -0.884 -3.702 -5.840
H 0.418 -4.493 -5.029
H -0.681 -4.152 -1.868
H 0.104 -5.121 -3.149
C -4.271 0.370 1.620
O -4.534 -0.371 0.644
N -3.965 1.597 1.580
N -4.430 -0.078 2.832
H -4.126 1.901 0.630
H -4.062 2.118 2.439
H -4.924 -0.958 2.825
H -4.441 0.533 3.636
C -2.338 -3.334 0.661
O -2.142 -4.447 0.338
N -2.616 -2.359 -0.160
N -2.185 -2.961 1.952
H -3.273 -1.784 0.348
H -2.811 -2.649 -1.108
H -1.701 -3.545 2.619
H -2.298 -1.990 2.206
C -0.939 4.489 1.286
O -0.598 3.384 1.483
N -1.801 4.739 0.380
N -0.235 5.505 1.819
H -1.950 3.899 -0.160
H -2.276 5.591 0.118
H -0.545 6.386 1.435
H 0.553 5.214 2.380
C 3.933 -1.204 -3.737
O 4.554 -1.434 -4.739
N 4.219 -0.451 -2.756
N 2.753 -1.767 -3.398
H 3.844 -0.621 -1.834
H 5.174 -0.141 -2.866
H 2.398 -1.446 -2.509
H 2.267 -2.121 -4.209
C -2.685 -1.028 -6.518
O -2.445 -0.271 -5.579
N -2.989 -0.558 -7.751
N -2.894 -2.290 -6.312
H -3.006 -1.206 -8.525
H -3.024 0.445 -7.870
H -2.916 -2.429 -5.312
H -3.618 -2.682 -6.898
C -6.966 2.207 -3.287
O -7.638 3.105 -3.783
N -7.493 1.329 -2.466
N -5.714 2.108 -3.452
H -7.128 0.387 -2.460
H -8.486 1.303 -2.288
H -5.419 2.577 -4.296
H -5.110 1.641 -2.791
C 1.159 -2.044 -7.099
O 1.710 -2.131 -6.035
N 1.765 -1.571 -8.164
N -0.064 -2.373 -7.437
H 1.165 -1.370 -8.951
H 2.771 -1.487 -8.138
H -0.282 -2.775 -8.337
H -0.782 -2.239 -6.740
C 4.195 2.355 6.322
O 5.332 2.233 6.694
N 3.294 3.228 6.766
N 3.703 1.468 5.476
H 2.372 3.282 6.357
H 3.684 4.113 7.058
H 2.791 1.448 5.043
H 4.439 0.906 5.072
C 3.591 1.262 2.124
O 2.586 1.816 2.345
N 4.521 1.680 1.303
N 3.829 0.228 2.885
H 5.333 1.137 1.045
H 4.500 2.630 0.961
H 4.806 -0.031 2.885
H 3.239 -0.094 3.639
C 4.104 -5.489 -1.593
O 4.764 -6.102 -2.361
N 3.786 -5.987 -0.444
N 3.484 -4.342 -1.789
H 4.452 -6.679 -0.131
H 3.416 -5.402 0.291
H 2.695 -4.158 -1.186
H 3.758 -3.699 -2.519
C -2.923 2.836 5.150
O -3.864 2.365 4.524
N -2.834 3.971 5.692
N -1.853 2.158 5.329
H -2.129 4.212 6.374
H -3.517 4.699 5.542
H -1.141 2.377 6.012
H -1.635 1.365 4.743
C 0.816 -0.781 -0.900
O 1.823 -1.410 -0.919
N 0.273 -0.169 0.086
N 0.154 -0.698 -1.989
H 0.784 -0.238 0.954
H -0.712 0.037 -0.006
H -0.814 -0.412 -1.957
H 0.534 -1.239 -2.753
```

- Kohn-Sham gap (eV) = 7.4412
- charge = 0
- LUMO (eV) = -0.96
- HOMO energy (eV) = -8.40
- spin multiplicity = 1

A structure of composition C24H34Cl4N6O11P2PbS2 at a distorted geometry. Source: the Open Molecules 2025 dataset; level of theory: ωB97M-V/def2-TZVPD.

```
84
C24H34Cl4N6O11P2PbS2 (ωB97M-V/def2-TZVPD)
Pb -0.051 -0.896 -0.371
C 4.363 0.273 3.665
N 3.357 1.296 3.409
C 3.225 2.306 4.439
P 2.423 1.118 2.074
O 2.031 -0.265 1.750
O 1.167 2.081 2.479
P -0.409 1.815 2.251
O -0.635 0.952 1.075
N -1.118 3.263 2.060
C -1.615 3.684 0.746
C -0.939 4.322 3.038
N -0.890 1.248 3.725
C -2.339 1.058 3.857
C -0.136 0.157 4.336
N 3.171 1.857 0.809
C 3.638 3.225 1.003
C 2.650 1.602 -0.538
H 5.345 0.731 3.804
H 4.418 -0.420 2.829
H 4.113 -0.297 4.565
H 4.205 2.739 4.660
H 2.828 1.878 5.366
H 2.561 3.103 4.117
H -1.754 2.828 0.090
H -0.920 4.388 0.278
H -2.578 4.181 0.878
H -0.628 3.904 3.994
H -1.883 4.851 3.183
H -0.187 5.046 2.706
H -2.869 1.905 3.426
H -2.587 0.991 4.916
H -2.675 0.145 3.354
H 0.931 0.369 4.325
H -0.306 -0.797 3.824
H -0.457 0.059 5.374
H 4.106 3.331 1.981
H 2.823 3.954 0.919
H 4.384 3.457 0.243
H 2.519 0.533 -0.691
H 3.384 1.953 -1.264
H 1.702 2.115 -0.731
O 0.611 -0.109 -4.281
S -0.383 0.797 -3.639
O -0.375 2.097 -4.237
O -0.229 0.768 -2.187
C -1.946 0.026 -4.058
C -2.019 -0.327 -5.402
C -3.151 -0.932 -5.923
C -4.223 -1.190 -5.091
C -4.165 -0.826 -3.754
C -3.039 -0.206 -3.219
S -3.209 0.278 -1.489
O -2.845 1.669 -1.400
O -4.564 -0.057 -1.135
O -2.277 -0.615 -0.729
H -1.165 -0.120 -6.034
H -3.186 -1.202 -6.970
H -5.117 -1.665 -5.476
H -5.006 -0.998 -3.099
Cl 0.539 -4.160 -7.085
C 0.866 -3.282 -5.654
C 2.171 -2.599 -5.556
Cl 3.298 -2.825 -6.833
C 2.465 -1.811 -4.517
Cl 3.919 -0.938 -4.382
C 1.521 -1.669 -3.367
O 1.930 -1.358 -2.266
C 0.214 -2.475 -3.446
O -0.544 -2.485 -2.501
C -0.058 -3.222 -4.679
Cl -1.567 -4.021 -4.763
C 0.824 -3.974 1.842
C -0.645 -3.770 1.702
N -1.228 -2.826 0.999
C -2.589 -3.013 1.122
C -2.823 -4.091 1.913
N -1.577 -4.565 2.276
H 1.345 -3.025 1.726
H 1.195 -4.665 1.083
H 1.070 -4.383 2.823
H -3.282 -2.352 0.629
H -3.734 -4.556 2.246
H -1.388 -5.361 2.858
```

- Kohn-Sham gap (eV) = 7.5420
- charge = 0
- LUMO (eV) = -1.35
- HOMO energy (eV) = -8.89
- spin multiplicity = 1

A structure of composition C2H4BeO at a distorted geometry. Source: the Open Molecules 2025 dataset; level of theory: ωB97M-V/def2-TZVPD.

```
8
C2H4BeO (ωB97M-V/def2-TZVPD)
H 0.194 2.102 0.806
C -0.462 -1.306 0.118
C -0.806 0.056 -0.131
O 0.463 1.593 0.043
Be 0.965 0.140 -0.010
H -0.784 -1.783 1.056
H -0.337 -1.990 -0.736
H -1.235 0.180 -1.141
```

- Kohn-Sham gap (alpha / beta) (eV) = 6.0511 / 6.0494
- charge = 0
- LUMO (alpha / beta) (eV) = -0.81 / -0.81
- HOMO energy (alpha / beta) (eV) = -6.86 / -6.85
- spin multiplicity = 1

Going through the records in order, we get relative energy (zero: lowest compared OMol25 entry of this formula, charge and spin) values of 4.2 1492.1 64.2 374.4 kJ/mol.